1.
This record from the Open Molecules 2025 dataset describes a gas-phase ion, C3H7BrNO (charge +1). The level of theory is ωB97M-V/def2-TZVPD.

```
! wB97M-V def2-TZVPD RIJCOSX def2/J DEFGRID3
* xyz 1 1
C 1.928 -0.404 -0.563
C 0.899 0.071 0.289
C -1.643 0.391 0.532
N -0.455 -0.232 -0.126
O 1.532 0.924 -0.528
Br -3.307 0.016 -0.430
H 2.900 -0.531 -0.230
H 1.617 -0.848 -1.449
H 0.839 0.209 1.339
H -1.679 0.047 1.579
H -1.580 1.516 0.721
H -0.455 -1.266 -0.046
H -0.595 0.106 -1.088
*
```

Values from the calculation:
Highest occupied orbital energy, eV: -15.1341
F_max, eV/A: 3.16
Energy above the lowest of the compared OMol25 structures with the same formula, charge and spin, kcal per mole: 50.6
Electronic energy, hartree: -2822.1728

=====

2.
This record from the Open Molecules 2025 dataset describes a single C4H8N2S molecule. The level of theory is ωB97M-V/def2-TZVPD.

```
! wB97M-V def2-TZVPD RIJCOSX def2/J DEFGRID3
* xyz 0 1
C -0.747 -1.648 0.386
C -0.532 -0.191 0.117
C -1.585 0.598 -0.208
C 0.816 0.379 0.064
H -1.234 -2.163 -0.423
H 0.216 -2.149 0.470
H -1.423 -1.800 1.275
H -1.403 1.621 -0.520
H -3.137 -0.678 0.143
H -3.661 0.855 -0.353
H 0.215 2.134 0.874
H 1.817 2.130 0.347
N -2.888 0.168 -0.284
N 0.899 1.724 0.316
S 2.176 -0.501 -0.262
*
```

Values from the calculation:
Highest occupied orbital energy, eV: -7.9118
F_max, eV/A: 2.14
Energy above the lowest of the compared OMol25 structures with the same formula, charge and spin, kcal per mole: 15.4
Electronic energy, hartree: -664.9082

=====

3.
This record from the Open Molecules 2025 dataset describes 2 unconnected molecules or ions with the total composition C4H9N2O2. The level of theory is ωB97M-V/def2-TZVPD.

```
! wB97M-V def2-TZVPD RIJCOSX def2/J DEFGRID3
* xyz -1 1
N -1.027 1.987 1.206
C -0.158 1.040 0.503
C -0.635 0.022 -0.332
N -0.047 -0.996 -0.981
C 1.501 -0.920 -1.008
C 2.099 -2.350 -0.736
O 3.379 -2.198 -0.232
O -3.715 2.200 0.804
H -4.410 2.284 1.503
H -1.909 1.810 0.852
H -1.140 1.762 2.204
H 0.863 1.508 0.558
H -1.682 0.209 -0.647
H 1.797 -0.175 -1.856
H 1.771 -0.359 -0.166
H 1.331 -2.769 -0.028
H 1.983 -3.055 -1.643
*
```

Values from the calculation:
Highest occupied orbital energy, eV: -3.9867
F_max, eV/A: 5.39
Energy above the lowest of the compared OMol25 structures with the same formula, charge and spin, kcal per mole: 195.6
Electronic energy, hartree: -417.5709

=====

4.
This record from the Open Molecules 2025 dataset describes 4 unconnected molecules or ions with the total composition C4H16O4. The level of theory is ωB97M-V/def2-TZVPD.

```
! wB97M-V def2-TZVPD RIJCOSX def2/J DEFGRID3
* xyz 0 1
C -0.163 3.729 -2.234
O -0.517 3.795 -0.850
H 0.519 4.538 -2.497
H 0.218 2.771 -2.586
H -1.086 3.896 -2.789
H -1.047 2.998 -0.781
C -0.569 0.330 1.160
O 0.423 -0.467 1.752
H -0.347 0.202 0.100
H -1.601 0.070 1.393
H -0.511 1.391 1.401
H 0.626 -1.224 1.197
C 2.144 -1.204 -2.402
O 3.076 -0.195 -2.844
H 1.258 -1.001 -3.004
H 2.591 -2.188 -2.540
H 1.847 -1.035 -1.366
H 3.347 -0.449 -3.729
C -1.743 -2.495 3.794
O -1.803 -3.664 2.906
H -0.681 -2.250 3.825
H -2.131 -1.583 3.341
H -2.300 -2.599 4.725
H -1.549 -3.368 2.029
*
```

Values from the calculation:
Highest occupied orbital energy, eV: -10.2814
F_max, eV/A: 1.92
Energy above the lowest of the compared OMol25 structures with the same formula, charge and spin, kcal per mole: 74.2
Electronic energy, hartree: -462.8437

=====

5.
This record from the Open Molecules 2025 dataset describes a molecular structure, C23H26N6O2PtS2. The level of theory is ωB97M-V/def2-TZVPD.

```
! wB97M-V def2-TZVPD RIJCOSX def2/J DEFGRID3
* xyz 2 5
Pt -0.455 -0.189 -0.103
N -3.002 -3.860 0.365
C -2.272 -2.757 0.478
S -0.674 -2.765 -0.167
N -2.829 -1.739 1.115
N -2.173 -0.624 1.286
C -2.742 0.221 2.124
C -2.252 1.451 2.583
C -3.064 2.173 3.495
C -2.655 3.354 4.037
C -1.382 3.884 3.691
C -0.563 3.226 2.826
C -0.952 1.990 2.227
O -0.143 1.414 1.437
H -2.616 -4.682 -0.069
H -3.889 -3.931 0.842
H -3.692 -0.110 2.537
H -4.028 1.759 3.763
H -3.292 3.890 4.725
H -1.066 4.826 4.119
H 0.409 3.621 2.556
O -0.502 1.911 -0.725
C -0.941 2.445 -1.990
C -2.404 2.130 -2.283
C -2.715 0.627 -2.154
C -1.710 -0.204 -2.903
C -1.866 -0.469 -4.257
C -0.860 -1.122 -4.950
C 0.289 -1.504 -4.271
C 0.371 -1.244 -2.921
N -0.601 -0.604 -2.261
H -0.775 2.506 -0.016
H -0.300 2.000 -2.751
H -0.781 3.524 -2.011
H -2.627 2.470 -3.296
H -3.047 2.682 -1.594
H -3.720 0.425 -2.525
H -2.704 0.362 -1.093
H -2.774 -0.161 -4.757
H -0.962 -1.322 -6.008
H 1.105 -1.995 -4.781
H 1.235 -1.548 -2.343
N 1.965 0.245 3.394
C 2.222 0.286 2.098
S 1.650 -1.017 1.094
N 2.946 1.231 1.525
C 3.711 2.308 2.039
C 4.093 2.437 3.372
C 4.856 3.527 3.760
C 5.249 4.484 2.838
C 4.887 4.342 1.505
C 4.126 3.260 1.108
H 1.474 -0.555 3.759
H 2.205 0.990 4.028
H 2.958 1.163 0.518
H 3.868 1.677 4.107
H 5.152 3.624 4.796
H 5.850 5.326 3.151
H 5.200 5.074 0.773
H 3.854 3.139 0.064
*
```

Values from the calculation:
Highest occupied orbital energy (spin up / spin down), eV: -13.6142 / -13.8838
F_max, eV/A: 2.25
Energy above the lowest of the compared OMol25 structures with the same formula, charge and spin, kcal per mole: 0.0
Electronic energy, hartree: -2286.1456

=====

6.
This record from the Open Molecules 2025 dataset describes a single C5H8O molecule. The level of theory is ωB97M-V/def2-TZVPD.

```
! wB97M-V def2-TZVPD RIJCOSX def2/J DEFGRID3
* xyz 0 1
C 1.091 -1.729 -0.658
C -0.204 -1.457 -1.322
C 0.049 -0.920 0.085
C 0.207 0.541 0.062
C -0.548 2.451 1.147
O -0.459 1.026 1.087
H 1.969 -1.194 -1.005
H 1.274 -2.730 -0.280
H -0.936 -2.253 -1.411
H -0.223 -0.713 -2.113
H -0.483 -1.403 0.906
H -0.124 2.871 0.233
H -0.007 2.806 2.028
H -1.607 2.704 1.241
*
```

Values from the calculation:
Highest occupied orbital energy, eV: -8.4038
F_max, eV/A: 0.59
Energy above the lowest of the compared OMol25 structures with the same formula, charge and spin, kcal per mole: 81.5
Electronic energy, hartree: -270.4281

=====

Copy entry 2 word for word.
This record from the Open Molecules 2025 dataset describes a single C4H8N2S molecule. The level of theory is ωB97M-V/def2-TZVPD.

```
! wB97M-V def2-TZVPD RIJCOSX def2/J DEFGRID3
* xyz 0 1
C -0.747 -1.648 0.386
C -0.532 -0.191 0.117
C -1.585 0.598 -0.208
C 0.816 0.379 0.064
H -1.234 -2.163 -0.423
H 0.216 -2.149 0.470
H -1.423 -1.800 1.275
H -1.403 1.621 -0.520
H -3.137 -0.678 0.143
H -3.661 0.855 -0.353
H 0.215 2.134 0.874
H 1.817 2.130 0.347
N -2.888 0.168 -0.284
N 0.899 1.724 0.316
S 2.176 -0.501 -0.262
*
```

Values from the calculation:
Highest occupied orbital energy, eV: -7.9118
F_max, eV/A: 2.14
Energy above the lowest of the compared OMol25 structures with the same formula, charge and spin, kcal per mole: 15.4
Electronic energy, hartree: -664.9082